# 1
{
  "formula": "C39H87BClINO16P2",
  "method": "ωB97M-V/def2-TZVPD",
  "elements": ["C", "C", "C", "C", "N", "C", "C", "C", "O", "O", "C", "C", "C", "C", "I", "O", "C", "C", "C", "C", "C", "C", "C", "O", "C", "C", "C", "O", "O", "C", "B", "O", "O", "C", "P", "O", "Cl", "P", "O", "O", "O", "H", "H", "H", "H", "H", "H", "H", "H", "H", "H", "H", "H", "H", "H", "H", "H", "H", "H", "H", "H", "H", "H", "H", "H", "H", "H", "H", "H", "H", "H", "H", "H", "H", "H", "H", "H", "H", "H", "H", "H", "H", "H", "H", "H", "H", "H", "H", "C", "C", "O", "C", "C", "H", "H", "H", "H", "H", "H", "H", "H", "H", "H", "C", "C", "O", "C", "C", "H", "H", "H", "H", "H", "H", "H", "H", "H", "H", "C", "C", "O", "C", "C", "H", "H", "H", "H", "H", "H", "H", "H", "H", "H", "C", "C", "O", "C", "C", "H", "H", "H", "H", "H", "H", "H", "H", "H", "H"],
  "positions_angstrom": [[-3.73, -4.07, 0.41], [-3.51, -3.45, -1.09], [-3.75, -1.79, -1.16], [-2.39, -1.00, -0.78], [-2.35, 0.33, -0.14], [-2.49, 0.19, 1.39], [-3.30, -1.06, 2.01], [-3.44, -0.78, 3.65], [-4.44, -1.25, 4.41], [-2.41, 0.04, 4.36], [-0.88, 0.85, -0.42], [0.27, -0.27, -0.12], [1.75, 0.14, 0.33], [2.70, -1.23, 0.11], [2.86, 1.78, -0.49], [-0.68, 1.32, -1.77], [0.12, 0.79, -2.75], [0.19, 1.88, -4.03], [1.32, 3.03, -3.75], [0.33, 1.11, -5.48], [1.75, 0.32, -5.71], [0.06, 2.24, -6.67], [-0.64, 2.29, 0.40], [-0.04, 2.20, 1.73], [-0.17, 3.47, 2.46], [1.01, 3.43, 3.64], [2.51, 3.81, 3.08], [1.09, 1.98, 4.04], [-1.80, 3.14, 0.57], [-2.87, 2.94, -0.41], [-3.92, 4.12, -0.08], [-4.01, 4.61, 1.34], [-4.80, 4.84, -1.04], [-3.39, 1.38, -0.60], [-5.15, 1.08, 0.19], [-6.38, 2.07, -0.63], [-5.43, 1.79, 2.16], [-3.90, 1.29, -2.45], [-4.25, 2.72, -3.12], [-5.42, 0.40, -2.75], [-2.87, 0.51, -3.57], [-2.64, -4.26, 0.86], [-4.18, -5.17, 0.25], [-4.42, -3.45, 1.12], [-2.44, -3.66, -1.56], [-4.29, -3.93, -1.85], [-3.94, -1.64, -2.33], [-4.69, -1.62, -0.50], [-1.76, -1.02, -1.80], [-1.84, -1.85, -0.14], [-2.83, 1.22, 1.90], [-1.44, 0.07, 1.95], [-2.60, -2.02, 1.94], [-4.37, -1.27, 1.62], [-2.24, -0.32, 5.28], [-0.06, -1.00, 0.77], [0.38, -1.12, -0.96], [1.74, 0.27, 1.52], [2.31, -2.03, 0.91], [2.63, -1.66, -0.97], [3.82, -0.99, 0.46], [1.23, 0.46, -2.61], [-0.39, -0.17, -3.25], [-0.87, 2.42, -4.04], [1.13, 3.90, -4.51], [1.11, 3.47, -2.67], [2.43, 2.63, -3.73], [-0.52, 0.29, -5.65], [1.63, -0.86, -5.67], [2.26, 0.55, -6.76], [2.49, 0.60, -4.82], [1.07, 2.81, -6.89], [-0.68, 3.03, -6.23], [-0.38, 1.74, -7.65], [0.12, 2.99, -0.21], [0.10, 4.43, 1.81], [-1.18, 3.59, 3.06], [0.73, 4.11, 4.56], [2.60, 3.83, 1.91], [3.34, 3.05, 3.48], [2.82, 4.86, 3.51], [1.66, 1.89, 4.86], [-2.37, 3.24, -1.45], [-4.47, 5.52, 1.29], [-5.66, 5.01, -0.52], [-7.29, 1.83, -0.25], [-5.55, 0.50, -3.76], [-3.25, -0.33, -3.98], [1.54, 0.13, 8.00], [2.31, -0.82, 7.10], [3.58, -0.31, 6.69], [4.52, -0.07, 7.73], [4.91, -1.32, 8.50], [1.50, 1.13, 7.56], [0.53, -0.23, 8.17], [2.03, 0.23, 8.98], [1.73, -0.97, 6.18], [2.42, -1.80, 7.57], [4.16, 0.72, 8.40], [5.42, 0.34, 7.24], [4.08, -1.69, 9.10], [5.75, -1.10, 9.18], [5.21, -2.12, 7.81], [-2.76, 3.12, -10.17], [-1.80, 4.17, -9.61], [-0.43, 3.83, -9.79], [0.02, 3.70, -11.14], [-0.09, 4.99, -11.93], [-2.50, 2.13, -9.80], [-3.79, 3.35, -9.88], [-2.71, 3.09, -11.26], [-1.96, 4.24, -8.53], [-2.01, 5.16, -10.03], [-0.50, 2.88, -11.64], [1.08, 3.42, -11.08], [-1.14, 5.25, -12.11], [0.40, 4.88, -12.91], [0.37, 5.82, -11.39], [0.00, -3.51, 11.41], [0.81, -3.20, 10.16], [2.02, -3.95, 10.06], [1.88, -5.37, 9.99], [1.13, -5.83, 8.75], [0.63, -3.44, 12.30], [-0.83, -2.82, 11.50], [-0.40, -4.53, 11.38], [1.10, -2.15, 10.18], [0.21, -3.34, 9.25], [1.43, -5.76, 10.90], [2.90, -5.77, 9.95], [0.07, -5.55, 8.80], [1.18, -6.92, 8.66], [1.55, -5.38, 7.85], [6.16, -3.89, -4.48], [5.43, -3.22, -3.33], [4.05, -2.97, -3.60], [3.23, -4.11, -3.84], [3.16, -5.05, -2.65], [5.98, -3.35, -5.42], [7.23, -3.93, -4.29], [5.81, -4.92, -4.63], [5.89, -2.24, -3.15], [5.54, -3.79, -2.40], [3.57, -4.64, -4.74], [2.23, -3.73, -4.05], [4.12, -5.55, -2.47], [2.41, -5.83, -2.83], [2.89, -4.51, -1.74]],
  "mulliken_charge": [-0.75, -0.64, 0.05, -0.64, 1.54, -0.61, 0.08, 0.12, -0.56, -0.37, 0.18, -0.42, -0.47, -1.01, 0.08, -0.03, -0.39, 0.28, -0.92, 1.05, -1.04, -1.23, -1.32, -0.08, -0.56, 0.31, -0.91, -0.25, 0.05, -0.81, 0.89, -0.57, -0.62, 0.16, 0.30, -0.44, -0.21, 1.16, -0.74, -0.55, -0.51, 0.22, 0.35, 0.16, 0.26, 0.45, 0.12, 0.13, -0.08, 0.45, 0.25, 0.21, 0.16, 0.22, 0.34, 0.45, 0.37, 0.42, 0.30, 0.23, 0.42, -0.10, -0.26, 0.18, 0.37, 0.18, 0.13, 0.24, 0.15, 0.33, 0.20, 0.24, 0.23, 0.29, 0.35, 0.25, 0.22, 0.41, 0.09, 0.24, 0.33, 0.12, 0.06, 0.27, 0.28, 0.40, 0.37, 0.37, -1.15, -0.35, -0.41, -0.33, -0.86, 0.33, 0.40, 0.30, 0.34, 0.35, 0.30, 0.32, 0.11, 0.40, 0.27, -1.09, -0.33, -0.33, -0.36, -1.04, 0.26, 0.40, 0.29, 0.29, 0.37, 0.31, 0.31, 0.26, 0.38, 0.29, -1.34, 0.01, -0.40, -0.30, -1.05, 0.32, 0.41, 0.30, 0.17, 0.31, 0.32, 0.33, 0.27, 0.39, 0.25, -1.10, -0.33, -0.28, -0.32, -1.04, 0.28, 0.39, 0.27, 0.29, 0.32, 0.37, 0.27, 0.29, 0.40, 0.20],
  "fmax_ha_per_bohr": 0.1785,
  "homo_energy_ev": -10.9,
  "multiplicity": 1,
  "e_lumo_ha": -0.11403,
  "homo_lumo_gap_ev": 7.8,
  "total_charge": 1
}

---

# 2
{
  "formula": "C17H14Cl3N4O2Pd",
  "method": "ωB97M-V/def2-TZVPD",
  "elements": ["Pd", "Cl", "C", "C", "C", "Cl", "C", "O", "C", "Cl", "C", "H", "H", "N", "C", "C", "C", "C", "C", "C", "C", "H", "H", "H", "H", "H", "C", "N", "C", "C", "O", "N", "C", "N", "H", "H", "H", "H", "H", "H", "H"],
  "positions_angstrom": [[-0.73, 0.98, -0.08], [-6.48, 3.75, 3.76], [-5.49, 2.79, 2.67], [-4.11, 2.94, 2.67], [-3.35, 2.19, 1.81], [-1.61, 2.41, 1.83], [-3.87, 1.22, 0.88], [-3.17, 0.53, 0.10], [-5.30, 1.15, 0.95], [-6.09, 0.03, -0.14], [-6.09, 1.90, 1.80], [-3.64, 3.65, 3.35], [-7.16, 1.78, 1.78], [0.19, 0.08, -1.57], [0.17, -1.01, -1.99], [0.20, -2.31, -2.58], [-0.70, -2.63, -3.61], [-0.63, -3.87, -4.21], [0.32, -4.81, -3.81], [1.20, -4.49, -2.78], [1.14, -3.25, -2.17], [-1.44, -1.91, -3.91], [-1.33, -4.12, -5.01], [0.37, -5.77, -4.29], [1.93, -5.21, -2.45], [1.82, -3.00, -1.36], [5.17, 0.61, 1.68], [3.97, 0.95, 0.95], [3.88, 2.25, 0.29], [2.39, 2.60, 0.46], [1.89, 3.60, 0.02], [1.78, 1.58, 1.18], [2.71, 0.73, 1.47], [2.48, -0.35, 2.26], [6.02, 0.67, 1.00], [5.12, -0.42, 2.05], [5.34, 1.28, 2.53], [4.13, 2.19, -0.77], [4.51, 2.99, 0.77], [1.49, -0.51, 2.39], [3.02, -1.18, 2.08]],
  "mulliken_charge": [0.04, -0.29, 0.48, -0.79, 0.56, -0.16, -0.04, -0.67, 0.31, -0.25, -0.72, 0.39, 0.39, -0.49, -0.12, 0.55, -0.47, -0.40, -0.42, -0.41, -0.49, 0.44, 0.36, 0.36, 0.35, 0.43, -0.99, 0.07, -0.42, 0.37, -0.59, -0.24, 0.31, -0.49, 0.35, 0.29, 0.35, 0.25, 0.29, 0.30, 0.21],
  "fmax_ha_per_bohr": 0.0124,
  "homo_energy_ev": -2.8,
  "multiplicity": 1,
  "e_above_lowest_kcal_mol": 24.4,
  "e_lumo_ha": 0.08215,
  "homo_lumo_gap_ev": 5.0,
  "total_charge": -1
}

---

# 3
{
  "formula": "C30H36MnN4O5S2Te",
  "method": "ωB97M-V/def2-TZVPD",
  "elements": ["Mn", "N", "C", "C", "N", "C", "C", "N", "H", "H", "H", "H", "H", "H", "H", "H", "H", "H", "H", "H", "H", "Te", "C", "C", "C", "C", "C", "C", "C", "C", "C", "C", "C", "C", "H", "H", "H", "H", "H", "H", "H", "H", "H", "H", "C", "O", "C", "C", "C", "C", "C", "C", "N", "C", "C", "C", "C", "C", "C", "C", "O", "H", "H", "H", "H", "H", "H", "H", "H", "H", "H", "H", "H", "H", "O", "S", "O", "O", "S"],
  "positions_angstrom": [[0.39, 0.41, 0.33], [1.14, 0.94, 2.47], [2.38, 1.72, 2.36], [3.39, 0.93, 1.54], [2.79, 0.44, 0.31], [3.34, 0.82, -0.99], [2.33, 1.63, -1.79], [1.05, 0.90, -1.83], [0.43, 1.46, 2.99], [1.30, 0.08, 2.98], [2.81, 1.99, 3.33], [2.13, 2.65, 1.83], [3.74, 0.08, 2.14], [4.27, 1.55, 1.34], [2.67, -0.57, 0.36], [3.62, -0.08, -1.55], [4.26, 1.41, -0.87], [2.72, 1.85, -2.79], [2.14, 2.57, -1.28], [1.15, -0.01, -2.25], [0.35, 1.41, -2.37], [-0.87, 3.32, 0.29], [-0.98, 3.75, -1.78], [-2.16, 3.42, -2.44], [-2.27, 3.62, -3.81], [-1.21, 4.16, -4.52], [-0.04, 4.50, -3.86], [0.08, 4.29, -2.50], [0.16, 5.08, 0.90], [-0.54, 6.06, 1.59], [0.10, 7.21, 2.02], [1.45, 7.39, 1.77], [2.16, 6.41, 1.08], [1.52, 5.26, 0.66], [-3.00, 3.01, -1.89], [-3.19, 3.36, -4.32], [-1.30, 4.32, -5.59], [0.79, 4.93, -4.41], [1.00, 4.56, -1.99], [-1.60, 5.93, 1.78], [-0.45, 7.97, 2.56], [1.96, 8.29, 2.10], [3.22, 6.54, 0.88], [2.08, 4.49, 0.14], [-1.90, -3.75, -2.02], [-1.57, -5.14, -1.96], [-1.06, -5.66, -0.84], [-0.67, -6.94, -0.84], [-0.17, -7.75, 0.25], [0.11, -7.33, 1.49], [-0.01, -5.98, 1.98], [-0.46, -4.86, 1.36], [-0.49, -3.66, 2.05], [-0.67, -2.34, 1.45], [-2.10, -2.03, 1.03], [-3.11, -2.97, 1.19], [-4.43, -2.72, 0.84], [-4.76, -1.48, 0.32], [-3.78, -0.51, 0.19], [-2.44, -0.74, 0.57], [-1.60, 0.28, 0.49], [-2.22, -3.58, -3.05], [-1.04, -3.12, -1.78], [-2.72, -3.50, -1.34], [-0.75, -7.41, -1.81], [0.01, -8.79, 0.01], [0.52, -8.04, 2.20], [0.41, -5.80, 2.96], [0.25, -3.63, 2.73], [-0.45, -1.65, 2.27], [-2.87, -3.94, 1.62], [-5.18, -3.49, 0.97], [-5.78, -1.26, 0.03], [-4.02, 0.48, -0.18], [-1.14, -4.75, 0.18], [2.42, -4.99, 0.64], [3.04, -4.73, 1.92], [2.73, -6.23, -0.01], [0.64, -2.02, 0.16]],
  "lowdin_spin": [4.64, 0.04, 0.01, 0.00, 0.03, 0.00, 0.01, 0.04, 0.00, 0.00, 0.00, 0.00, 0.00, 0.00, 0.00, 0.00, 0.00, 0.00, 0.00, 0.00, 0.00, 0.02, 0.00, 0.00, 0.00, 0.00, 0.00, 0.00, 0.00, 0.00, 0.00, 0.00, 0.00, 0.00, 0.00, 0.00, 0.00, 0.00, 0.00, 0.00, 0.00, 0.00, 0.00, 0.00, 0.00, 0.00, 0.00, 0.00, 0.00, 0.00, 0.00, 0.00, 0.00, 0.01, 0.01, 0.00, 0.00, 0.00, 0.00, 0.01, 0.08, 0.00, 0.00, 0.00, 0.00, 0.00, 0.00, 0.00, 0.00, 0.00, 0.00, 0.00, 0.00, 0.00, 0.00, 0.00, 0.00, 0.00, 0.07],
  "fmax_ha_per_bohr": 0.0150,
  "homo_energy_ev": [-6.2, -6.2],
  "s_squared": 8.76,
  "multiplicity": 6,
  "e_above_lowest_kcal_mol": 56.4,
  "e_lumo_ha": [0.00000, -0.00045],
  "homo_lumo_gap_ev": [6.2, 6.2],
  "total_charge": 0
}

---

Calculated energy in order - -115962.553 -68959.656 -108175.276 eV